Entry 1:
ORCA calculation (ωB97M-V/def2-TZVPD) on an isolated molecule of C5H11N3 in a non-equilibrium geometry.

Output
- SMILES: C=CN(N)/C(C)=N\C
- 2S+1: 1
- Total charge: 0
- E: -9830.9894 eV

Geometry as XYZ:
```
19
C5H11N3 ωB97M-V/def2-TZVPD
C -2.02368 0.22227 1.24461
C -0.75684 0.47072 -2.24827
N 0.64246 0.02709 -0.28170
C -0.62806 0.22686 -0.77978
N 1.75331 0.40263 -1.05131
C 0.70923 -0.76547 0.92241
C 1.73763 -0.68418 1.77387
N -1.62193 -0.13605 -0.07984
H 2.38843 -0.38962 -1.13963
H 2.26329 1.13775 -0.56547
H 0.02981 -1.59914 1.01348
H -2.10280 -0.68354 1.85333
H -3.05236 0.58844 1.20496
H -1.34921 0.93988 1.72588
H -0.15430 1.32909 -2.53566
H -0.40023 -0.38940 -2.81209
H -1.80218 0.65370 -2.48054
H 2.50851 0.06476 1.68393
H 1.85892 -1.41579 2.55182
```

Atomic partial charges in e from the natural (NBO) method, atoms 1 to 2: -0.42 -0.67

Entry 2:
ORCA calculation (ωB97M-V/def2-TZVPD) on an isolated molecule of C5H11N3O in a non-equilibrium geometry.

Output
- SMILES: C=CN(N)[C@@H](C)C(N)=O
- 2S+1: 1
- Total charge: 0
- E: -11879.3029 eV

Geometry as XYZ:
```
20
C5H11N3O ωB97M-V/def2-TZVPD
C -0.90242 -0.18848 -0.20183
C -0.54276 -0.81969 -1.53850
N 0.09971 0.50748 0.49313
C -1.41961 -1.46925 0.85473
N 1.32569 -0.12724 0.62194
N -0.43546 -2.22772 1.36664
C 0.14561 1.99861 -0.15626
C 1.26950 2.69477 -0.26183
O -2.60033 -1.67684 1.00541
H -1.80778 0.41210 -0.26405
H 1.88334 -0.10749 -0.23330
H 1.84821 0.31336 1.37259
H 0.51606 -1.89471 1.30158
H -0.66412 -2.97583 2.00501
H -0.82565 2.46046 -0.28086
H -1.36657 -1.45178 -1.86466
H -0.36793 -0.03903 -2.27802
H 0.34289 -1.44702 -1.45999
H 2.24227 2.27999 -0.02877
H 1.25935 3.75830 -0.45296
```

Atomic partial charges in e from the natural (NBO) method, atoms 1 to 2: -0.11 -0.65

Entry 3:
ORCA calculation (ωB97M-V/def2-TZVPD) on a structure of composition C5H11N3O in a non-equilibrium geometry.

Output
- 2S+1: 1
- Total charge: 0
- E: -11876.1974 eV

Geometry as XYZ:
```
20
C5H11N3O ωB97M-V/def2-TZVPD
C 1.14416 -0.31440 -1.26318
C -2.09495 -0.15770 0.31145
C -0.04054 2.07237 -0.75961
C 0.95880 -1.02468 0.04519
C 0.08695 0.58817 -0.58962
N 1.13617 -2.29400 0.45037
O 0.40259 0.08393 2.05988
N 1.13605 0.08963 0.83284
N -0.96866 -0.28100 -0.58488
H 0.98798 0.55037 2.66678
H 1.01063 -3.01980 -0.23686
H 0.89881 -2.46933 1.41715
H 2.13798 0.11558 -1.38710
H 0.78041 -0.83123 -2.14481
H -1.86103 0.03663 1.36215
H -2.79692 0.61494 -0.03790
H -2.67022 -1.08642 0.27457
H -0.73436 2.47309 -0.01950
H -0.43644 2.28633 -1.75533
H 0.92258 2.56753 -0.64159
```

Atomic partial charges in e from the natural (NBO) method, atoms 1 to 2: -0.47 -0.43

Entry 4:
ORCA calculation (ωB97M-V/def2-TZVPD) on an isolated molecule of C5H11N3O in a non-equilibrium geometry.

Output
- 2S+1: 1
- Total charge: 0
- E: -11875.1253 eV

Geometry as XYZ:
```
20
C5H11N3O ωB97M-V/def2-TZVPD
C 1.02505 -0.81096 -0.09371
C -0.36796 -0.94487 -0.22813
C -1.10162 -1.94255 -0.95409
C 2.98597 0.70067 -0.21988
C -2.98778 1.23927 0.33962
N 0.77605 1.24783 0.64670
N 1.55607 0.33894 0.21964
N -0.97697 0.22224 0.09026
O -2.29502 0.30854 -0.43816
H 1.86905 -1.49594 -0.34484
H -0.66700 -2.88303 -0.98214
H -1.35514 -1.61816 -1.95130
H -2.05190 -2.11411 -0.45589
H 3.43295 0.96629 0.79470
H 3.55797 -0.16068 -0.54438
H 2.93792 1.52164 -0.80449
H -4.10840 0.98362 0.43582
H -2.97776 2.21517 -0.14289
H -2.52099 1.20460 1.30948
H 1.31488 2.10391 0.69876
```

Atomic partial charges in e from the natural (NBO) method, atoms 1 to 2: -0.12 0.12

Entry 5:
ORCA calculation (ωB97M-V/def2-TZVPD) on an isolated molecule of C5H11N3O in a non-equilibrium geometry.

Output
- SMILES: [H]/N=C(\C[C@H](N)C=O)NC
- 2S+1: 1
- Total charge: 0
- E: -11879.5841 eV

Geometry as XYZ:
```
20
C5H11N3O ωB97M-V/def2-TZVPD
C 0.40282 0.40104 1.54949
C -0.41350 -0.88362 1.30546
C -0.90975 -0.05074 -2.32423
N -1.16201 -0.38749 -0.93746
C -0.25815 -1.04244 -0.19338
N -0.39651 1.56364 1.31283
C 1.52942 0.35815 0.32690
N 0.86496 -1.43803 -0.73421
O 1.39946 1.28825 -0.47713
H -1.78968 0.22466 -0.43596
H 0.94372 0.38815 2.49796
H -0.14408 2.30491 1.95734
H 0.01233 1.90736 0.30883
H 1.38377 -2.09615 -0.16407
H 2.47526 -0.13653 0.57810
H -1.44717 -0.73921 1.61926
H 0.02648 -1.73556 1.82393
H -1.85801 0.03704 -2.85270
H -0.35011 0.88341 -2.40382
H -0.30925 -0.84684 -2.75713
```

Atomic partial charges in e from the natural (NBO) method, atoms 1 to 2: -0.13 -0.48

Entry 6:
ORCA calculation (ωB97M-V/def2-TZVPD) on an isolated molecule of C5H11N3O in a non-equilibrium geometry.

Output
- SMILES: C/C=C(O)/N=C(\C)NN
- 2S+1: 1
- Total charge: 0
- E: -11879.0914 eV

Geometry as XYZ:
```
20
C5H11N3O ωB97M-V/def2-TZVPD
C -1.43762 0.13772 1.25442
C 1.20757 2.06648 -1.76944
N -0.49672 -2.14842 1.47982
C -0.20170 0.01048 -1.27525
C -0.74888 -1.07045 0.64194
N 0.57434 -1.83742 2.39370
C 0.93956 0.71670 -1.21164
O -1.29988 0.40690 -1.98876
N -0.27169 -1.15092 -0.57435
H -1.05300 1.18596 -2.50813
H -0.25547 -2.93908 0.87391
H 1.39238 -1.52916 1.85472
H 0.86916 -2.67662 2.89515
H 1.75183 0.28306 -0.63059
H -0.71496 0.72078 1.83114
H -1.89946 0.78134 0.50313
H -2.23205 -0.20456 1.92561
H 2.25727 2.32646 -1.59517
H 1.02402 2.10738 -2.84512
H 0.59522 2.81338 -1.25510
```

Atomic partial charges in e from the natural (NBO) method, atoms 1 to 2: -0.71 -0.65

Gap between HOMO and LUMO: 8.681, 9.290, 7.786, 8.340, 9.943, 8.723 (eV)
ΔE to the lowest compared entry with this formula, charge and spin: 2.917, 2.468, 5.574, 6.646, 2.187, 2.680 (eV)